# 1
# C5H11NO

The molecule C5H11NO at a distorted geometry (ωB97M-V with the def2-TZVPD basis set, OMol25).

The LUMO energy is 0.88 eV. As for the energy above the lowest of the compared OMol25 structures with the same formula, charge and spin: 89.70 kJ/mol. The calculation puts the gap between HOMO and LUMO at 10.56 eV. As for the SMILES: CC(C)CC(N)=O.

The geometry in ORCA input format:
```
! RIJCOSX wB97M-V def2-TZVPD def2/J DEFGRID3
* xyz 0 1
H -0.7211 0.0868 -2.3006
C 0.4445 -0.8695 0.3423
H -2.8817 -0.2014 -0.2228
C 1.7259 -0.3897 1.0336
H 0.2147 1.4173 -1.7095
N 2.2754 0.8074 0.6209
H 0.7829 -1.5537 -0.5458
H -2.0420 -0.8619 1.2591
H -1.7499 -1.4068 -0.4174
H -0.5808 0.9702 0.6676
H 1.7588 1.3833 -0.0578
C -1.9581 -0.5354 0.1797
H 0.1720 -1.5392 1.1483
H -1.5090 1.4855 -1.4372
O 2.1905 -0.9901 1.9862
H 3.0790 1.1838 0.9921
C -0.5786 0.8009 -1.4753
C -0.6224 0.2125 -0.0635
*
```

The computed natural (NBO) charges, all in e, follow:
1. H 0.21
2. C -0.51
3. H 0.21
4. C 0.68
5. H 0.20
6. N -0.83
7. H 0.23
8. H 0.21
9. H 0.20
10. H 0.20
11. H 0.38
12. C -0.60
13. H 0.25
14. H 0.21
15. O -0.62
16. H 0.40
17. C -0.61
18. C -0.22

---

# 2
# C5H11NO

A cluster of 2 separate species, C5H11NO in total at a distorted geometry (ωB97M-V with the def2-TZVPD basis set, OMol25).

The LUMO energy is 0.97 eV. As for the energy above the lowest of the compared OMol25 structures with the same formula, charge and spin: 199.41 kJ/mol. The calculation puts the gap between HOMO and LUMO at 9.12 eV. As for the SMILES: C=C(C)N.C=CO.

The geometry in ORCA input format:
```
! RIJCOSX wB97M-V def2-TZVPD def2/J DEFGRID3
* xyz 0 1
C 0.3958 0.8191 -1.1320
C -0.0360 1.3952 -2.4491
H 1.6557 -0.4716 -0.0483
C -0.1988 -1.8746 1.7610
H 0.2011 2.4600 -2.4992
H -1.7114 -0.8852 0.7052
N -0.2974 1.3331 -0.0251
H -1.1122 1.2861 -2.5748
H 1.8632 -0.4902 -1.8727
H -1.5960 -0.4737 2.5021
C -1.1989 -0.9969 1.6427
H 0.1639 1.1728 0.8594
H -0.0062 -1.7768 3.6697
H -0.6168 2.2881 -0.1202
H 0.4706 0.8973 -3.2711
H 0.1544 -2.4931 0.9481
C 1.3864 -0.0631 -1.0083
O 0.4825 -2.1266 2.9127
*
```

The computed natural (NBO) charges, all in e, follow:
1. C 0.20
2. C -0.65
3. H 0.20
4. C 0.14
5. H 0.21
6. H 0.23
7. N -0.82
8. H 0.22
9. H 0.20
10. H 0.19
11. C -0.54
12. H 0.38
13. H 0.48
14. H 0.37
15. H 0.22
16. H 0.19
17. C -0.53
18. O -0.69

---

# 3
# C5H11NO

The molecule C5H11NO at a distorted geometry (ωB97M-V with the def2-TZVPD basis set, OMol25).

The LUMO energy is 0.93 eV. As for the energy above the lowest of the compared OMol25 structures with the same formula, charge and spin: 288.07 kJ/mol. The calculation puts the gap between HOMO and LUMO at 9.42 eV. As for the SMILES: C[C@H](C=O)N(C)C.

The geometry in ORCA input format:
```
! RIJCOSX wB97M-V def2-TZVPD def2/J DEFGRID3
* xyz 0 1
H 2.2407 0.9614 -0.4313
H 1.1561 1.3881 2.1250
H -1.8309 0.4535 -0.8357
H 0.7613 -2.5008 -0.1523
C -1.8052 -0.2217 0.0104
H -2.2748 0.2925 0.9519
C -0.0607 -1.8912 -0.6050
H -2.4319 -1.1365 -0.4386
H -0.9036 -2.5146 -0.9110
O 0.6630 1.4768 -1.4786
C 0.3124 0.9134 1.7303
N -0.5713 -0.8636 0.3027
H -0.4307 1.7101 1.2850
H -0.3312 0.2530 2.4023
H 0.2761 -1.6100 -1.5667
C 0.6166 -0.0515 0.5254
H 1.4953 -0.7289 0.6478
C 1.0984 0.8616 -0.5555
*
```

The computed natural (NBO) charges, all in e, follow:
1. H 0.07
2. H 0.22
3. H 0.19
4. H 0.20
5. C -0.42
6. H 0.21
7. C -0.42
8. H 0.20
9. H 0.20
10. O -0.52
11. C -0.61
12. N -0.46
13. H 0.21
14. H 0.24
15. H 0.18
16. C -0.15
17. H 0.22
18. C 0.44

---

# 4
# C5H11NO

The molecule C5H11NO (ωB97M-V with the def2-TZVPD basis set, OMol25).

The LUMO energy is 0.94 eV. As for the energy above the lowest of the compared OMol25 structures with the same formula, charge and spin: 167.82 kJ/mol. The calculation puts the gap between HOMO and LUMO at 9.96 eV. As for the SMILES: C[C@@H]1CN[C@]1(C)O.

The geometry in ORCA input format:
```
! RIJCOSX wB97M-V def2-TZVPD def2/J DEFGRID3
* xyz 0 1
C 0.7293 0.2320 -0.2231
H -0.0715 -1.1497 1.6200
H -1.2029 -1.8461 -1.6338
O -0.8109 -1.3048 1.0226
H 1.9660 -0.3770 1.5141
C -1.6341 -0.9856 -1.1196
C -0.7371 -0.3817 -0.0322
H 2.7723 0.5707 0.2976
H 0.9175 0.4198 -1.2858
H 2.4988 -1.1396 0.0023
H 0.3483 2.4534 0.0368
H -1.9510 -0.2494 -1.8662
H 0.4234 1.5038 1.5344
N -1.2343 0.9699 0.3360
C 0.1438 1.4707 0.4726
H -2.5430 -1.3341 -0.6108
H -1.6549 1.3891 -0.4904
C 2.0402 -0.2415 0.4255
*
```

The computed natural (NBO) charges, all in e, follow:
1. C -0.26
2. H 0.47
3. H 0.22
4. O -0.71
5. H 0.20
6. C -0.64
7. C 0.40
8. H 0.22
9. H 0.21
10. H 0.22
11. H 0.19
12. H 0.20
13. H 0.18
14. N -0.63
15. C -0.22
16. H 0.24
17. H 0.35
18. C -0.62

---

# 5
# C5H11NO

The molecule C5H11NO at a distorted geometry (ωB97M-V with the def2-TZVPD basis set, OMol25).

The LUMO energy is 0.84 eV. As for the energy above the lowest of the compared OMol25 structures with the same formula, charge and spin: 38.03 kJ/mol. The calculation puts the gap between HOMO and LUMO at 10.47 eV. As for the SMILES: CNC(=O)C(C)C.

The geometry in ORCA input format:
```
! RIJCOSX wB97M-V def2-TZVPD def2/J DEFGRID3
* xyz 0 1
C -0.3511 -0.3905 0.4565
H 2.4133 -0.0775 -1.5547
H 1.6107 -1.4708 -0.7776
C 1.8389 0.7163 1.0616
H 1.9788 -0.1921 1.6502
H -2.8732 -1.3221 0.4291
H 0.7623 -0.5334 -2.0229
N -1.4935 0.1966 0.0245
C 0.8768 0.4118 -0.0737
C 1.4619 -0.4662 -1.1792
H -3.5560 0.3088 0.5454
C -2.8523 -0.3219 -0.0120
H 0.6094 1.3796 -0.5424
H -3.2171 -0.3994 -1.0445
H 2.8063 1.0619 0.6824
H 1.4325 1.4973 1.7164
H -1.1952 1.0277 -0.4515
O -0.2525 -1.4259 1.0921
*
```

The computed natural (NBO) charges, all in e, follow:
1. C 0.69
2. H 0.21
3. H 0.23
4. C -0.61
5. H 0.23
6. H 0.23
7. H 0.21
8. N -0.62
9. C -0.30
10. C -0.60
11. H 0.20
12. C -0.42
13. H 0.18
14. H 0.20
15. H 0.21
16. H 0.21
17. H 0.39
18. O -0.63

---

# 6
# C5H11NO

The molecule C5H11NO (ωB97M-V with the def2-TZVPD basis set, OMol25).

The LUMO energy is 0.94 eV. As for the energy above the lowest of the compared OMol25 structures with the same formula, charge and spin: 98.45 kJ/mol. The calculation puts the gap between HOMO and LUMO at 10.04 eV. As for the SMILES: CCN(C)C(C)=O.

The geometry in ORCA input format:
```
! RIJCOSX wB97M-V def2-TZVPD def2/J DEFGRID3
* xyz 0 1
H -0.8354 0.3068 -1.8507
C 1.8356 0.0917 -0.7607
H 2.7683 -0.2877 -0.3417
H 1.6237 1.0842 -0.3417
C 0.4232 0.1545 1.7545
H 0.2698 1.2379 1.6161
H -1.9953 -0.0504 1.0651
H 1.4900 -0.0271 1.9090
H -0.0806 -0.1286 2.6873
H -1.1582 1.5634 -0.6943
C 0.7291 -0.8988 -0.4671
O 0.4142 -1.7523 -1.2730
C -1.4306 -0.4315 0.2030
H -1.8891 -1.3898 -0.0497
H 1.9405 0.1671 -1.8475
H -2.4828 0.5739 -1.3888
C -1.4724 0.5548 -0.9873
N -0.0561 -0.6778 0.6631
*
```

The computed natural (NBO) charges, all in e, follow:
1. H 0.22
2. C -0.73
3. H 0.24
4. H 0.22
5. C -0.42
6. H 0.18
7. H 0.20
8. H 0.21
9. H 0.21
10. H 0.20
11. C 0.71
12. O -0.59
13. C -0.21
14. H 0.22
15. H 0.25
16. H 0.22
17. C -0.64
18. N -0.48

---

# 7
# C5H11NO

A structure of composition C5H11NO at a distorted geometry (ωB97M-V with the def2-TZVPD basis set, OMol25).

The LUMO energy is 0.99 eV. As for the energy above the lowest of the compared OMol25 structures with the same formula, charge and spin: 521.89 kJ/mol. The calculation puts the gap between HOMO and LUMO at 8.80 eV.

The geometry in ORCA input format:
```
! RIJCOSX wB97M-V def2-TZVPD def2/J DEFGRID3
* xyz 0 1
N -1.2681 0.1076 0.0693
H -1.1413 -0.4025 -1.9574
H -0.2630 -1.6520 0.7077
H 3.2933 1.5656 0.1997
H -2.6441 -1.5237 0.4518
H -3.3687 -0.0554 -0.2743
H 3.2658 -0.0743 -0.5110
H -0.7436 1.3237 -1.5948
H -2.1189 0.5592 1.0047
H 1.1784 -0.9372 -1.1806
C 2.7130 0.6451 0.1126
H 2.5852 0.2087 1.1151
H 0.2599 -0.1737 1.5828
C -0.1090 -0.5654 0.6240
O 1.4835 0.9832 -0.4778
C -2.6277 -0.4028 0.4514
C -0.6960 0.2895 -1.2373
C 0.6572 -0.1308 -0.6512
*
```

The computed natural (NBO) charges, all in e, follow:
1. N -0.47
2. H 0.18
3. H 0.17
4. H 0.20
5. H 0.18
6. H 0.19
7. H 0.16
8. H 0.21
9. H 0.40
10. H 0.17
11. C -0.25
12. H 0.17
13. H 0.20
14. C -0.24
15. O -0.52
16. C -0.62
17. C -0.22
18. C 0.09

---

# 8
# C5H11NO

The ion C5H11NO with charge +1 at a distorted geometry (ωB97M-V with the def2-TZVPD basis set, OMol25).

The LUMO energy (alpha / beta) is -4.11 / -8.78 eV. As for the energy above the lowest of the compared OMol25 structures with the same formula, charge and spin: 123.58 kJ/mol. The calculation puts the gap between HOMO and LUMO (alpha / beta) at 11.85 / 7.16 eV. As for the expectation value of S²: 0.756.

The geometry in ORCA input format:
```
! RIJCOSX wB97M-V def2-TZVPD def2/J DEFGRID3
* xyz 1 2
H -2.0820 0.0286 -1.2076
N 1.1616 0.5456 -1.8154
H -0.2167 0.0480 2.5368
O -0.7832 1.3132 -2.6795
H 0.9583 -1.6612 0.3425
H -1.1307 -1.1857 1.7509
H 1.6357 0.4979 -0.9191
C -1.0643 -0.0086 -0.8228
H 1.7450 -0.1788 1.1867
C -0.9159 0.5791 0.6013
H -1.8931 0.9504 0.8938
H 1.3600 -1.5789 2.0898
C -0.3454 -0.4535 1.5766
C 1.0455 -1.0204 1.2152
H 1.6514 1.0159 -2.5744
H -0.7490 -1.0475 -0.9380
H -0.2362 1.4268 0.5668
C -0.1410 0.7291 -1.8036
*
```

The computed natural (NBO) charges, all in e, follow:
1. H 0.28
2. N -0.72
3. H 0.23
4. O -0.10
5. H 0.21
6. H 0.22
7. H 0.45
8. C -0.43
9. H 0.20
10. C -0.40
11. H 0.25
12. H 0.26
13. C -0.40
14. C -0.63
15. H 0.44
16. H 0.27
17. H 0.21
18. C 0.66

---

# 9
# C5H11NO

The ion C5H11NO with charge +1 at a distorted geometry (ωB97M-V with the def2-TZVPD basis set, OMol25).

The LUMO energy (alpha / beta) is -3.13 / -8.32 eV. As for the energy above the lowest of the compared OMol25 structures with the same formula, charge and spin: 193.45 kJ/mol. The calculation puts the gap between HOMO and LUMO (alpha / beta) at 10.89 / 5.55 eV. As for the expectation value of S²: 0.754.

The geometry in ORCA input format:
```
! RIJCOSX wB97M-V def2-TZVPD def2/J DEFGRID3
* xyz 1 2
H -0.8293 -0.0549 1.0483
H 1.1658 -1.3840 1.7628
H -2.2025 -1.6412 0.0479
C 1.3055 -0.5983 1.0180
C -1.7708 -1.4133 -0.9254
H -2.2686 -0.4976 -1.2458
N -0.3533 -1.1171 -0.6822
C 0.8463 2.3436 0.3264
H 0.1093 -2.0236 -0.5534
O 1.9572 2.3508 0.7541
H 2.0254 -0.9531 0.2837
H 0.2341 3.2629 0.3273
C 0.1758 1.1785 -0.4346
H -1.8414 -2.1960 -1.6642
H -0.8386 1.5757 -0.5620
H 1.7013 0.2351 1.5846
H 0.5837 1.1030 -1.4373
C 0.0002 -0.1705 0.3517
*
```

The computed natural (NBO) charges, all in e, follow:
1. H 0.25
2. H 0.24
3. H 0.27
4. C -0.65
5. C -0.46
6. H 0.25
7. N -0.11
8. C 0.44
9. H 0.42
10. O -0.45
11. H 0.23
12. H 0.15
13. C -0.51
14. H 0.26
15. H 0.23
16. H 0.27
17. H 0.27
18. C -0.09

---

# 10
# C5H11NO

A cluster of 2 separate species, C5H11NO in total at a distorted geometry (ωB97M-V with the def2-TZVPD basis set, OMol25).

The LUMO energy (alpha / beta) is -3.61 / -7.42 eV. As for the energy above the lowest of the compared OMol25 structures with the same formula, charge and spin: 269.74 kJ/mol. The calculation puts the gap between HOMO and LUMO (alpha / beta) at 10.54 / 6.71 eV. As for the expectation value of S²: 0.769.

The geometry in ORCA input format:
```
! RIJCOSX wB97M-V def2-TZVPD def2/J DEFGRID3
* xyz 1 2
H -1.1333 0.8758 -1.9240
H -0.9911 -1.8794 1.6181
C -0.1584 1.2270 0.0873
O -0.1509 -1.8812 2.1077
C 1.5658 -0.3889 -0.1358
C -2.5372 0.7318 -0.3388
H 1.0665 -1.0341 0.6421
H -0.3910 -1.2641 2.8502
C -1.3520 0.9823 -0.8857
H 3.0492 -0.8316 -1.7348
C 2.4719 -1.1002 -0.8543
N 1.1087 0.8209 -0.5025
H -0.4503 0.7332 1.0134
H -3.5315 0.7969 -0.9633
H 1.2683 0.8446 -1.4795
H -2.5599 0.9712 0.7524
H -0.2178 2.3503 0.2736
H 2.9431 -1.9545 -0.5261
*
```

The computed natural (NBO) charges, all in e, follow:
1. H 0.21
2. H 0.48
3. C -0.30
4. O -0.94
5. C 0.04
6. C -0.37
7. H 0.29
8. H 0.48
9. C -0.21
10. H 0.22
11. C -0.16
12. N -0.35
13. H 0.24
14. H 0.26
15. H 0.42
16. H 0.20
17. H 0.26
18. H 0.22

---

# 11
# C5H11NO2

A structure of composition C5H11NO2 at a distorted geometry (ωB97M-V with the def2-TZVPD basis set, OMol25).

The LUMO energy is 0.91 eV. As for the energy above the lowest of the compared OMol25 structures with the same formula, charge and spin: 515.35 kJ/mol. The calculation puts the gap between HOMO and LUMO at 8.79 eV.

The geometry in ORCA input format:
```
! RIJCOSX wB97M-V def2-TZVPD def2/J DEFGRID3
* xyz 0 1
H -0.6475 1.0842 -2.2079
H -2.6641 -0.3138 -1.2433
H 2.3581 -2.4757 0.0678
C -0.4215 0.5643 -0.1301
C -1.2088 -0.5256 0.1676
C -0.8173 1.5263 -1.2172
H -2.7759 -1.7224 -0.3140
H -1.8672 1.8185 -1.1437
O 2.2562 -1.9527 -0.7401
H 1.2887 1.2284 2.2441
H 1.5981 1.2003 -0.2811
N -2.4285 -0.7799 -0.3818
H 2.3964 -0.0525 1.7223
H 0.7330 -0.4527 2.1824
H -0.2321 2.4402 -1.1525
H -0.9332 -1.1958 0.9712
O 1.0617 -1.1947 -0.4886
C 0.9450 0.5149 0.2582
C 1.3589 0.2885 1.6866
*
```

The computed natural (NBO) charges, all in e, follow:
1. H 0.21
2. H 0.39
3. H 0.44
4. C -0.21
5. C 0.14
6. C -0.63
7. H 0.39
8. H 0.21
9. O -0.47
10. H 0.22
11. H 0.20
12. N -0.79
13. H 0.22
14. H 0.21
15. H 0.22
16. H 0.20
17. O -0.44
18. C 0.13
19. C -0.64

---

# 12
# C5H11NO2

A cluster of 2 separate species, C5H11NO2 in total at a distorted geometry (ωB97M-V with the def2-TZVPD basis set, OMol25).

The LUMO energy is -1.87 eV. As for the energy above the lowest of the compared OMol25 structures with the same formula, charge and spin: 667.65 kJ/mol. The calculation puts the gap between HOMO and LUMO at 5.91 eV.

The geometry in ORCA input format:
```
! RIJCOSX wB97M-V def2-TZVPD def2/J DEFGRID3
* xyz 0 1
C -1.4469 1.3429 0.9186
H -2.1748 -0.6586 -1.8905
H -2.6207 -0.5162 0.5833
H 5.6521 1.1565 1.1403
C -1.9758 -1.4869 -1.1662
C 0.8895 -0.3992 -0.9629
N -1.7106 -0.9160 0.2128
H -2.8309 -2.1103 -1.0108
O 1.2782 1.1430 0.8019
H 0.9551 0.3427 -1.7466
H 5.5013 1.6987 1.6006
C 0.5938 -0.0801 0.4582
H 1.6640 1.2387 -0.0959
H 0.7578 -0.9287 1.2461
C -0.8435 0.1668 0.3908
H -0.8005 2.2418 1.0982
H 0.9833 -1.5144 -1.2812
O -2.7612 1.3671 1.1778
H -1.1102 -2.0878 -1.4744
*
```

The computed natural (NBO) charges, all in e, follow:
1. C 0.29
2. H 0.19
3. H 0.41
4. H 0.00
5. C -0.40
6. C -0.42
7. N -0.62
8. H 0.21
9. O -0.70
10. H 0.21
11. H 0.00
12. C -0.03
13. H 0.47
14. H 0.19
15. C 0.15
16. H 0.19
17. H 0.22
18. O -0.58
19. H 0.20